Record 1
A 2-piece molecular cluster, C3H9ClN2 overall at a distorted geometry, computed with ωB97M-V/def2-TZVPD.

Values from the calculation:
Kohn-Sham gap (alpha / beta), eV: 8.40 / 9.22
HOMO (alpha / beta), eV: -8.73 / -8.89
LUMO (alpha / beta), eV: -0.3 / 0.3
E, eV: -18754.389

Atoms and positions in Å:
C1 -1.3510 0.4813 1.2010
C2 -0.9641 -1.4642 -0.1597
C3 1.9455 0.9802 -1.0833
N1 -0.8162 -0.0919 0.0033
N2 1.6531 0.3447 0.1103
Cl1 2.3604 -1.1623 0.3181
H1 -0.7146 1.4527 1.3248
H2 -2.3072 0.9086 0.8647
H3 -1.4461 0.0049 2.1289
H4 -0.0199 -1.9757 -0.2892
H5 -1.5610 -2.0190 0.5762
H6 -1.6755 -1.6988 -1.0813
H7 1.0925 1.6725 -1.3738
H8 2.8681 1.6747 -0.9504
H9 2.0822 0.2660 -1.9665

Record 2
A 2-piece molecular cluster, C3H7N2OSe overall at a distorted geometry, computed with ωB97M-V/def2-TZVPD.

Values from the calculation:
Kohn-Sham gap, eV: 9.05
HOMO, eV: -13.99
Total charge: +1
LUMO, eV: -4.9
E, eV: -73590.174

Atoms and positions in Å:
C1 -0.3276 -1.9023 0.0908
C2 -1.6118 -1.4875 -0.4894
C3 -0.2700 0.2180 0.9638
N1 0.3028 -0.9546 0.8331
N2 0.8781 1.4263 -0.6412
O1 0.2086 -2.9679 -0.1302
Se1 -1.9205 0.2611 0.2131
H1 -1.5571 -1.5221 -1.5483
H2 -2.4507 -2.1249 -0.3770
H3 0.0460 1.1895 1.7073
H4 1.2099 -1.0177 1.1935
H5 1.0158 1.2203 -1.5761
H6 1.7355 1.1001 -0.1894
H7 0.9383 2.4334 -0.6145

Record 3
C46H34BBiF3N9SbSe2 as an isolated structure, computed with ωB97M-V/def2-TZVPD.

Values from the calculation:
Kohn-Sham gap, eV: 8.05
HOMO, eV: -10.90
Total charge: +1
LUMO, eV: -2.8
E, eV: -213557.205

Atoms and positions in Å:
Bi1 0.1515 -0.1782 0.4157
C1 -3.4027 -2.7751 1.4641
C2 -2.4327 -2.4174 0.5284
N1 -1.9896 -1.1860 0.7727
N2 -2.6494 -0.7282 1.8662
C3 -3.5042 -1.6705 2.2904
B1 -2.5446 0.7614 2.3530
N3 -2.6873 1.6589 1.1072
C4 -3.5976 2.6009 0.8032
C5 -3.3444 3.0516 -0.4742
C6 -2.2342 2.3058 -0.8881
N4 -1.8439 1.4688 0.0706
N5 -1.1537 1.0927 2.9952
C7 -0.8860 1.3750 4.2748
C8 0.4301 1.7921 4.3803
C9 0.9188 1.7275 3.0811
N6 -0.0390 1.3135 2.2463
H1 -3.9647 -3.6928 1.5223
H2 -2.0474 -2.9777 -0.3125
H3 -4.1425 -1.4882 3.1422
H4 -3.4105 0.9744 3.1564
H5 -4.3618 2.8816 1.5127
H6 -3.8869 3.8011 -1.0273
H7 -1.7196 2.3212 -1.8388
H8 -1.6537 1.2862 5.0294
H9 0.9521 2.0983 5.2719
H10 1.8969 1.9782 2.7008
Se1 3.1784 -0.5274 1.1951
Se2 4.4303 0.4037 -0.5181
C10 3.2654 1.9002 -0.9220
C11 3.7922 2.8532 -1.7827
C12 3.0337 3.9732 -2.0600
C13 1.7934 4.1191 -1.4569
C14 1.3612 3.1204 -0.6058
N7 2.0750 2.0129 -0.3431
C15 2.8157 -2.3278 0.5681
C16 3.6656 -3.3405 0.9772
C17 3.2681 -4.6528 0.7576
C18 2.0525 -4.8877 0.1431
C19 1.2901 -3.8031 -0.2615
N8 1.6565 -2.5379 -0.0577
H11 4.7779 2.7255 -2.2127
H12 3.4190 4.7376 -2.7231
H13 1.1778 4.9902 -1.6360
H14 0.4075 3.2039 -0.0905
H15 4.5975 -3.1042 1.4719
H16 3.8955 -5.4754 1.0803
H17 1.6944 -5.8951 -0.0260
H18 0.3460 -3.9527 -0.7747
F1 2.1107 2.9400 -7.2363
C20 1.5160 2.1065 -6.3692
C21 0.9407 2.6315 -5.2344
C22 0.3305 1.7546 -4.3420
C23 0.3047 0.3836 -4.5827
C24 0.8977 -0.1078 -5.7491
C25 1.5049 0.7517 -6.6508
Sb1 -0.5551 -0.9640 -3.1682
C26 1.1643 -2.2499 -3.2630
C27 2.4041 -1.6833 -2.9564
C28 3.5532 -2.4593 -2.8975
C29 3.4450 -3.8152 -3.1422
F2 4.5467 -4.5794 -3.0467
C30 2.2488 -4.4098 -3.4820
C31 1.1063 -3.6145 -3.5391
C32 -1.8030 -2.0378 -4.5179
C33 -2.2554 -1.4313 -5.6916
C34 -3.1221 -2.0966 -6.5499
C35 -3.5356 -3.3688 -6.2145
F3 -4.3670 -4.0180 -7.0424
C36 -3.1348 -3.9942 -5.0518
C37 -2.2766 -3.3124 -4.1993
H19 0.9676 3.7003 -5.0622
H20 -0.1264 2.1622 -3.4481
H21 0.8905 -1.1709 -5.9594
H22 1.9681 0.3886 -7.5597
H23 2.4876 -0.6174 -2.7586
H24 4.5206 -2.0300 -2.6674
H25 2.2165 -5.4720 -3.6938
H26 0.1709 -4.0817 -3.8177
H27 -1.9241 -0.4345 -5.9567
H28 -3.4768 -1.6405 -7.4656
H29 -3.4975 -4.9885 -4.8241
H30 -1.9901 -3.7938 -3.2703
N9 1.2835 -6.1739 8.7020
C38 1.1523 -5.4976 7.7817
C39 0.9875 -4.6477 6.6206
C40 -0.0908 -4.8467 5.7631
C41 -0.2473 -4.0347 4.6543
C42 0.6697 -3.0158 4.3911
C43 1.7486 -2.8244 5.2563
C44 1.9079 -3.6353 6.3652
C45 0.5084 -2.1726 3.2331
C46 0.3858 -1.4654 2.2570
H31 -0.8006 -5.6360 5.9720
H32 -1.0839 -4.1800 3.9831
H33 2.4584 -2.0331 5.0521
H34 2.7414 -3.4882 7.0392

Record 4
A 2-piece molecular cluster, CHNO5 overall at a distorted geometry, computed with ωB97M-V/def2-TZVPD.

Values from the calculation:
Kohn-Sham gap, eV: 10.85
HOMO, eV: -11.00
LUMO, eV: -0.1
SMILES string: O=C=O.O=NOO
E, eV: -12775.954

Atoms and positions in Å:
C1 0.2202 1.0805 1.9021
N1 -1.3064 -0.8618 -1.5220
O1 1.0924 0.3447 1.8495
O2 -0.6894 1.7454 1.8291
O3 -0.6872 -1.3622 -2.4256
O4 0.7601 -0.1009 -0.8632
O5 -0.5538 -0.1742 -0.5545
H1 1.1641 -0.6715 -0.2155

Record 5
One molecule with the formula C2H3NOS2 at a distorted geometry, computed with ωB97M-V/def2-TZVPD.

Values from the calculation:
Kohn-Sham gap, eV: 7.95
HOMO, eV: -9.19
LUMO, eV: -1.2
SMILES string: NC(=O)C(=S)S
E, eV: -27330.514

Atoms and positions in Å:
C1 -1.0830 -0.5703 -0.0408
C2 0.2806 0.1322 -0.0976
H1 -1.8434 1.2971 0.1017
H2 -3.1077 0.0513 0.0892
H3 2.5358 -0.0613 0.2068
N1 -2.0815 0.3089 0.1194
O1 -1.1627 -1.7896 -0.0753
S1 1.5657 -0.9722 0.0423
S2 0.3782 1.8157 -0.0298

Record 6
A 8-piece molecular cluster, C22H63ClN5O11 overall at a distorted geometry, computed with ωB97M-V/def2-TZVPD.

Values from the calculation:
Kohn-Sham gap, eV: 8.29
HOMO, eV: -5.66
Total charge: -1
LUMO, eV: 2.6
E, eV: -66321.485

Atoms and positions in Å:
Cl1 0.3135 -1.1143 -0.2155
O1 0.6091 -0.7029 -1.5758
O2 1.5346 -1.3065 0.5116
O3 -0.5034 -0.1576 0.5061
O4 -0.5107 -2.3146 -0.3625
C1 4.3466 -1.7140 -2.2163
O5 4.0704 -0.5222 -2.9445
H1 4.1476 -2.5809 -2.8692
H2 5.4206 -1.8090 -2.0552
H3 3.7431 -1.8319 -1.3181
H4 3.1288 -0.3315 -2.8618
C2 1.0990 -5.4582 -0.5882
O6 1.9939 -4.3716 -0.6378
H5 0.2148 -5.2564 0.0260
H6 0.7448 -5.6660 -1.6098
H7 1.5838 -6.3632 -0.2292
H8 1.5155 -3.5818 -0.9123
C3 3.0354 0.3981 4.5846
C4 1.8856 -0.1895 3.7943
C5 1.3688 -1.4592 4.4523
O7 2.2521 -2.5307 4.4069
C6 2.4697 -3.1499 3.1362
N1 0.8783 0.8847 3.5405
H9 3.4813 1.2962 4.1567
H10 3.8468 -0.3458 4.5033
H11 2.9862 0.5522 5.6685
H12 2.2954 -0.4739 2.8174
H13 0.3476 -1.7833 4.1909
H14 1.2487 -1.1761 5.5121
H15 3.3234 -3.7980 3.2885
H16 2.5686 -2.4278 2.3222
H17 1.5713 -3.7332 2.9288
H18 0.4370 1.0391 4.4572
H19 0.1239 0.4371 3.0052
C7 3.6675 2.4277 1.1016
C8 2.6379 3.3101 0.4118
C9 2.7977 3.1935 -1.0966
O8 1.6271 3.6177 -1.7645
C10 1.9441 3.9831 -3.0718
N2 1.2897 2.9148 0.8086
H20 4.7112 2.7993 1.0466
H21 3.7350 1.4505 0.6217
H22 3.5297 2.4465 2.1830
H23 2.7837 4.3657 0.6623
H24 2.9693 2.1289 -1.3287
H25 3.6582 3.7791 -1.4402
H26 2.5497 4.9005 -3.1139
H27 1.0892 4.0995 -3.7413
H28 2.5227 3.1829 -3.5751
H29 1.1845 2.9805 1.8217
H30 1.2918 1.8923 0.7184
C11 -2.5624 -4.3417 2.6358
C12 -3.4617 -3.3938 1.8437
C13 -3.1432 -1.9121 2.1869
O9 -3.5183 -1.5202 3.4875
C14 -4.5580 -2.1818 4.1119
N3 -3.4247 -3.7695 0.4177
H31 -1.6106 -4.4632 2.1200
H32 -3.0839 -5.2902 2.7497
H33 -2.3164 -3.8940 3.6016
H34 -4.5086 -3.5496 2.1223
H35 -3.5296 -1.3036 1.3637
H36 -2.0497 -1.9297 2.1538
H37 -5.4499 -2.4306 3.5059
H38 -5.0733 -1.5017 4.8044
H39 -4.3097 -3.1106 4.6357
H40 -4.1787 -3.3073 -0.0902
H41 -2.5961 -3.3260 -0.0022
C15 -3.5183 1.4348 -1.0038
C16 -2.6836 2.5991 -0.4353
C17 -2.6301 2.4739 1.0887
O10 -1.9133 3.5250 1.6580
C18 -2.0735 3.5271 3.0436
N4 -1.3211 2.6064 -0.9927
H42 -2.9902 0.4856 -1.1543
H43 -3.7851 1.7716 -2.0117
H44 -4.3798 1.1331 -0.3947
H45 -3.2176 3.5387 -0.6261
H46 -2.1280 1.5036 1.2584
H47 -3.6604 2.4292 1.4702
H48 -3.1389 3.4464 3.3000
H49 -1.7036 4.4529 3.4809
H50 -1.5193 2.6831 3.4716
H51 -1.3661 2.3191 -1.9863
H52 -0.9993 1.6559 -0.7440
C19 -2.2869 0.3000 -4.9897
C20 -1.1667 1.0145 -4.2329
C21 0.1979 0.8778 -4.8363
O11 0.1564 1.2283 -6.2074
C22 1.4375 1.1073 -6.7767
N5 -1.4655 2.4869 -4.0842
H53 -2.2545 0.3822 -6.0733
H54 -3.2161 0.6850 -4.5687
H55 -2.2513 -0.7700 -4.7561
H56 -1.1100 0.5901 -3.2268
H57 0.5246 -0.1690 -4.7873
H58 0.8965 1.5111 -4.2827
H59 1.7504 0.0547 -6.8729
H60 2.1891 1.6642 -6.2100
H61 1.3872 1.4493 -7.8131
H62 -2.4710 2.5812 -3.9164
H63 -1.4759 2.7168 -5.0932

Record 7
C6H5BrOS as an isolated structure at a distorted geometry, computed with ωB97M-V/def2-TZVPD.

Values from the calculation:
Kohn-Sham gap (alpha / beta), eV: 8.60 / 8.60
HOMO (alpha / beta), eV: -9.69 / -9.69
LUMO (alpha / beta), eV: -1.1 / -1.1
E, eV: -89222.760

Atoms and positions in Å:
C1 1.0471 -0.2371 -0.1836
C2 0.2029 0.3073 -1.1583
C3 0.5588 -0.6212 1.0256
C4 -1.1679 0.6400 -0.8872
C5 -0.8073 -0.2521 1.3147
C6 -1.6232 0.3076 0.3996
O1 -3.9388 2.5945 0.6445
S1 -3.3106 0.4888 0.9848
Br1 -4.3906 -0.7247 -0.4187
H1 2.1088 -0.4676 -0.4768
H2 0.6910 0.4071 -2.0239
H3 1.2528 -1.0156 1.7998
H4 -1.8985 1.2392 -1.5201
H5 -1.3971 -0.4583 2.3041

Record 8
C2H3NO2S as an isolated structure at a distorted geometry, computed with ωB97M-V/def2-TZVPD.

Values from the calculation:
Kohn-Sham gap, eV: 7.51
HOMO, eV: -8.29
LUMO, eV: -0.8
E, eV: -18537.865

Atoms and positions in Å:
C1 0.0932 0.7524 -1.3496
C2 -0.0728 -0.1545 0.8941
H1 0.9609 2.5342 0.3736
H2 0.1413 1.5131 -1.9957
H3 -0.1471 0.2414 1.8725
N1 -0.0551 0.9086 0.0819
O1 -0.2065 2.1890 0.4762
O2 0.6704 -0.4410 -1.6052
S1 -0.2752 -1.7638 0.6838

What did the second record say?
A 2-piece molecular cluster, C3H7N2OSe overall at a distorted geometry, computed with ωB97M-V/def2-TZVPD.

Values from the calculation:
Kohn-Sham gap, eV: 9.05
HOMO, eV: -13.99
Total charge: +1
LUMO, eV: -4.9
E, eV: -73590.174

Atoms and positions in Å:
C1 -0.3276 -1.9023 0.0908
C2 -1.6118 -1.4875 -0.4894
C3 -0.2700 0.2180 0.9638
N1 0.3028 -0.9546 0.8331
N2 0.8781 1.4263 -0.6412
O1 0.2086 -2.9679 -0.1302
Se1 -1.9205 0.2611 0.2131
H1 -1.5571 -1.5221 -1.5483
H2 -2.4507 -2.1249 -0.3770
H3 0.0460 1.1895 1.7073
H4 1.2099 -1.0177 1.1935
H5 1.0158 1.2203 -1.5761
H6 1.7355 1.1001 -0.1894
H7 0.9383 2.4334 -0.6145

Question: What is the formula in the fourth record?
Answer: CHNO5

Question: The lowest E belongs to which entry?
Answer: C46H34BBiF3N9SbSe2